The following is a DFT calculation (ωB97M-V with the def2-TZVPD basis set) of a structure of composition C33H40N3OP2SSbSe4Ti.

XYZ file:
```
86
C33H40N3OP2SSbSe4Ti, DFT ωB97M-V with the def2-TZVPD basis set
Ti 0.87948 -0.78272 0.66943
N 1.76768 -1.33532 4.49313
C 1.78158 -1.36862 3.13673
O 0.76198 -1.02112 2.49933
C 3.02318 -1.75502 2.38993
C 2.98998 -1.03872 1.03473
H 0.88678 -1.21842 4.97373
H 2.55158 -1.70562 4.99993
H 3.00958 -2.84742 2.23743
H 3.91938 -1.52852 2.99663
H 3.66068 -1.55762 0.32803
H 3.41778 -0.03022 1.20063
C 2.94638 1.23448 -1.42567
C 1.82938 1.10698 -2.45677
P 0.52178 -0.00652 -1.73657
C -1.07192 0.66108 -2.32397
C -1.30482 2.01248 -2.55967
C -2.59292 2.47128 -2.78377
C -3.66652 1.59568 -2.75287
C -3.44052 0.23618 -2.58387
C -2.15102 -0.22612 -2.38757
C 0.72748 -1.39452 -2.94637
C 1.62098 -2.41752 -2.63967
C 1.85428 -3.44792 -3.53427
C 1.19768 -3.46052 -4.75267
C 0.33278 -2.42872 -5.08287
C 0.09958 -1.39772 -4.19197
C 2.52198 2.14268 -0.26107
P 0.66298 2.19038 -0.04477
C 0.55338 3.99448 0.34413
C 1.33408 4.54588 1.35763
C 1.22688 5.88368 1.68303
C 0.33788 6.68948 0.98813
C -0.43102 6.14938 -0.02807
C -0.32852 4.80578 -0.34997
C 0.11248 1.78718 1.66043
C 0.82798 1.62348 2.84003
C 0.14248 1.44768 4.03463
C -1.24192 1.44368 4.05713
C -1.96602 1.67718 2.89593
C -1.28972 1.86078 1.70853
H 3.84888 1.64488 -1.88907
H 3.21628 0.22978 -1.07767
H 2.19878 0.65548 -3.38157
H 1.41908 2.09508 -2.69337
H -0.47982 2.71778 -2.57117
H -2.75282 3.52588 -2.96357
H -4.67782 1.96118 -2.85347
H -4.27762 -0.45602 -2.57227
H -1.96802 -1.29042 -2.24707
H 2.14068 -2.41032 -1.68277
H 2.54128 -4.23812 -3.26687
H 1.36528 -4.27082 -5.44577
H -0.16882 -2.43222 -6.03927
H -0.57422 -0.59482 -4.46067
H 2.78648 3.17758 -0.51177
H 3.05088 1.89878 0.66793
H 2.02878 3.92618 1.90863
H 1.83308 6.28968 2.48193
H 0.25248 7.73618 1.23783
H -1.12262 6.77088 -0.57617
H -0.94452 4.38098 -1.13007
H 1.91458 1.61268 2.84023
H 0.70088 1.30728 4.95063
H -1.76822 1.24868 4.97863
H -3.04832 1.69458 2.91353
H -1.83912 2.02758 0.77863
C -0.74962 -3.57012 3.16373
N -1.32192 -4.18212 1.99083
C -0.81142 -4.06832 0.75913
S 0.74708 -3.40342 0.46663
N -1.52772 -4.55922 -0.24827
C -1.17052 -4.42122 -1.63617
H -1.22632 -3.99882 4.04303
H -0.93362 -2.48152 3.16853
H 0.33008 -3.75492 3.18773
H -2.32572 -4.36082 2.07203
H -2.49602 -4.81712 -0.06337
H -0.80062 -3.40722 -1.83627
H -2.06322 -4.60352 -2.22837
H -0.37992 -5.12452 -1.90767
Se -5.05832 0.71128 0.59103
Sb -3.73682 -1.34822 0.75413
Se -4.29632 -2.42222 2.89773
Se -4.58112 -3.00142 -0.84507
Se -1.28822 -0.98602 0.58803
```

The value obtained for the molar mass is 1074.2 u. As for the spin multiplicity: 1. The total energy comes out at -361838.4487 eV. The calculation puts the HOMO energy (alpha / beta) at -6.171 / -6.171 eV. The total charge is 0. The calculation puts the maximum force at 4.4 eV Å⁻¹.